No. 1
Computed, not measured: a molecular structure, C38H45BF6N7O6PtS3, with ωB97M-V/def2-TZVPD.

Geometry as XYZ:
```
107
Properties=species:S:1:pos:R:3:lowdin_spin:R:1
Pt -0.54161 -0.28864 -0.02669 1.28
F 2.11554 3.78356 2.67507 0.00
C 1.96716 3.82479 1.34622 0.00
F 1.23583 4.89929 1.04512 0.00
F 3.17197 3.97226 0.79884 0.00
S 1.15578 2.26999 0.77788 0.01
O -0.16447 2.30279 1.34916 0.05
O 2.07485 1.25960 1.21175 0.01
N 1.21739 2.40709 -0.78611 0.00
S 0.00729 2.65732 -1.76793 0.00
O 0.50347 2.50676 -3.09833 0.00
O -1.21618 2.00244 -1.38072 0.02
C -0.42178 4.44573 -1.64566 0.00
F -1.29743 4.74266 -2.61173 0.00
F -0.97682 4.74687 -0.47577 0.00
F 0.66174 5.20701 -1.81478 0.00
N -1.35491 2.97689 -7.30064 0.00
C -1.29088 1.90773 -6.40612 0.00
C -2.07518 1.90895 -5.25274 0.00
C -1.98043 0.87451 -4.34451 0.00
C -1.10044 -0.17398 -4.57842 0.00
C -0.31556 -0.18595 -5.71953 0.00
C -0.40957 0.85345 -6.62932 0.00
S -1.04540 -1.51212 -3.43810 0.01
O -0.27694 -2.56623 -4.04761 0.01
O -2.39668 -1.77777 -3.02452 0.00
N -0.27973 -0.94568 -2.13205 0.12
C 1.07907 -1.01495 -2.04277 0.01
N 1.44101 -1.09098 -0.74290 0.12
C 2.72779 -1.07683 -0.44173 0.01
C 3.67967 -1.02451 -1.44195 0.00
C 3.20368 -0.95591 -2.74620 0.00
N 1.91874 -0.94808 -3.06799 0.01
H -2.19169 3.53375 -7.23789 0.00
H -1.10672 2.75777 -8.25248 0.00
H -2.74499 2.73836 -5.05974 0.00
H -2.58009 0.88080 -3.44757 0.00
H 0.37142 -1.00422 -5.87447 0.00
H 0.21090 0.85456 -7.51780 0.00
H 2.97907 -1.13299 0.60898 0.00
H 4.73425 -1.02630 -1.21853 0.00
H 3.89699 -0.88824 -3.57764 0.00
C 1.30676 -0.71238 3.51903 0.01
C 1.49914 -2.19840 3.79714 0.00
C 0.53989 -2.68048 4.88655 0.00
C 1.49179 -3.08063 2.56158 0.00
C 2.68530 -3.71991 2.23569 0.00
C 2.76818 -4.62052 1.18624 0.00
C 1.63032 -4.93140 0.46830 0.00
C 0.41637 -4.31485 0.75627 0.00
C -0.82560 -4.72831 -0.00446 0.00
C -0.65672 -4.49472 -1.50252 0.00
C -1.18559 -6.18373 0.30072 0.00
C 0.37093 -3.35559 1.76803 0.00
N -0.86480 -2.69138 2.00261 0.02
B -1.38687 -1.47171 1.43516 0.18
N -2.69363 -1.35204 2.02915 0.04
C -2.92414 -2.46692 2.83435 0.01
C -1.85000 -3.27289 2.79930 0.00
C -3.59707 -0.25363 2.13848 0.02
C -3.43676 0.57934 3.25795 0.00
C -4.34073 1.61034 3.46817 0.00
C -5.39797 1.80944 2.59715 0.00
C -5.53718 0.98036 1.50364 0.00
C -4.64419 -0.06130 1.23978 0.00
C -4.89429 -0.81258 -0.05630 0.00
C -4.44831 -2.26836 -0.15005 0.00
C -4.31331 0.01287 -1.20886 0.01
C -2.29299 0.39895 4.23661 0.00
C -2.80434 0.06717 5.63898 0.00
C -1.38669 1.62887 4.26125 0.00
H 1.42181 -0.14659 4.44518 0.00
H 0.31814 -0.50136 3.11612 0.01
H 2.03100 -0.33901 2.80109 0.00
H 2.51002 -2.31189 4.20427 0.00
H -0.49830 -2.48273 4.62315 0.00
H 0.75106 -2.14922 5.81637 0.00
H 0.64801 -3.74913 5.07495 0.00
H 3.56667 -3.50536 2.82831 0.00
H 3.71245 -5.09132 0.94684 0.00
H 1.67870 -5.65611 -0.33330 0.00
H -1.65417 -4.10643 0.33679 0.00
H 0.13694 -5.11454 -1.92226 0.00
H -0.40449 -3.45327 -1.69860 0.00
H -1.57665 -4.71679 -2.04224 0.00
H -0.40547 -6.86219 -0.04870 0.00
H -2.11381 -6.45384 -0.20325 0.00
H -1.31726 -6.34985 1.37087 0.00
H -3.84827 -2.58479 3.37320 0.00
H -1.69501 -4.22144 3.28423 0.00
H -4.21474 2.26245 4.32235 0.00
H -6.10696 2.60914 2.76816 0.00
H -6.35834 1.13500 0.81410 0.00
H -5.98542 -0.80213 -0.17436 0.00
H -3.37481 -2.35520 -0.31314 0.00
H -4.93066 -2.72686 -1.01365 0.00
H -4.71234 -2.83974 0.74037 0.00
H -3.23012 0.13008 -1.09269 0.01
H -4.75005 1.01243 -1.23338 0.00
H -4.48044 -0.48501 -2.16207 0.00
H -1.69128 -0.44618 3.90058 0.00
H -3.40255 0.88481 6.04471 0.00
H -1.96630 -0.10418 6.31648 0.00
H -3.42397 -0.83054 5.63355 0.00
H -1.92473 2.50562 4.62628 0.00
H -1.00150 1.85726 3.26866 0.00
H -0.53729 1.45608 4.92367 0.00
```

Computed properties:
Gap between HOMO and LUMO (spin up / spin down) (eV): 7.84 / 7.19
Molar mass (g/mol): 1111.9
Spin multiplicity: 3
Charge: -1
Energy above the lowest of the compared OMol25 structures with the same formula, charge and spin (kJ/mol): 0.0
Maximum force (eV/A): 0.80
E_LUMO (spin up / spin down) (eV): 2.50 / 1.72

No. 2
Computed, not measured: a gas-phase ion, C3H11N2 (charge +1) at a distorted geometry, with ωB97M-V/def2-TZVPD.

Geometry as XYZ:
```
16
Properties=species:S:1:pos:R:3:mulliken_charge:R:1
C -0.03348 0.99810 1.88708 -0.77
N 0.08356 0.90191 0.38238 -0.14
C -0.93817 -0.07080 -0.23451 -0.48
C -0.03838 -1.21514 -0.78639 -0.53
N 1.02972 -0.66605 -1.57302 -0.56
H 0.79273 0.45200 2.33153 0.32
H -0.10892 2.05574 2.12268 0.34
H -0.97478 0.51186 2.19455 0.30
H -0.12030 1.83430 0.01563 0.37
H 0.96785 0.63016 -0.13235 0.44
H -1.42300 0.27681 -1.14451 0.31
H -1.61835 -0.44780 0.51201 0.28
H -0.72622 -1.88568 -1.29126 0.35
H 0.38931 -1.96942 -0.10869 0.39
H 0.78732 -0.30085 -2.48694 0.19
H 1.93113 -1.10514 -1.68820 0.21
```

Computed properties:
Gap between HOMO and LUMO (eV): 11.16
Molar mass (g/mol): 75.1
Spin multiplicity: 1
Charge: +1
Energy above the lowest of the compared OMol25 structures with the same formula, charge and spin (kJ/mol): 95.6
SMILES: C[NH2+]CCN
Maximum force (eV/A): 2.80
E_LUMO (eV): -3.08

No. 3
Computed, not measured: a molecular structure, C17H24BaN2O3S at a distorted geometry, with ωB97M-V/def2-TZVPD.

Geometry as XYZ:
```
48
Properties=species:S:1:pos:R:3:mulliken_charge:R:1
C 1.32435 3.40111 1.02910 -0.94
C 0.74638 3.36539 -0.41437 0.79
O -0.39298 3.72634 -0.59674 -0.56
O 1.56671 2.91064 -1.41994 -0.41
C 1.32296 1.48680 -1.54116 0.70
C 2.64572 0.67082 -1.62491 -1.30
C 2.49396 -0.63370 -0.83904 0.77
C 1.50686 -1.57282 -1.08798 0.71
O 0.64990 -1.30816 -2.13776 -0.43
C -0.70361 -1.67142 -1.90307 -1.08
C -1.47301 -0.56838 -1.07395 3.60
C -2.62986 -0.01192 -1.97677 -1.64
C -2.13881 -1.26472 0.14742 -1.50
C -2.83900 -0.27756 1.13970 0.87
C -2.53366 -0.81715 2.60890 -1.25
C -2.26691 1.20121 1.08218 -0.82
C 1.48064 -2.77404 -0.26114 -0.71
C 2.37839 -3.02231 0.74200 -0.82
C 3.44741 -2.09711 1.04243 0.40
N 4.42400 -2.18987 1.95073 -0.68
S 5.28065 -0.81119 1.73303 0.18
N 4.47695 -0.06436 0.53666 -0.56
C 3.45299 -0.88590 0.21391 0.55
H 2.41363 3.53607 0.92755 0.38
H 1.12070 2.40907 1.48265 0.22
H 0.87770 4.21302 1.61774 0.32
H 0.70766 1.28239 -2.43318 0.24
H 0.77922 1.15953 -0.63394 -0.59
H 2.97078 0.47674 -2.66014 0.33
H 3.43279 1.28289 -1.14563 0.42
H -0.85725 -2.68205 -1.48899 0.29
H -1.19584 -1.67743 -2.89474 0.36
H -0.76508 0.22206 -0.78052 -1.99
H -3.38223 0.54976 -1.39162 0.31
H -3.12942 -0.83747 -2.52085 0.43
H -2.17710 0.61470 -2.77122 0.38
H -2.92068 -1.94713 -0.23867 0.35
H -1.38604 -1.87074 0.69212 0.41
H -3.95240 -0.27165 1.06201 0.38
H -1.42901 -0.87146 2.68422 0.40
H -2.91737 -0.14692 3.42682 0.16
H -2.90064 -1.84792 2.74644 0.41
H -1.16830 1.11159 1.03172 -0.44
H -2.48812 1.78752 2.02045 0.24
H -2.69681 1.70108 0.19116 0.42
H 0.70950 -3.53063 -0.44330 0.45
H 2.30102 -3.96531 1.29923 0.43
Ba -4.16675 2.51059 2.87144 1.86
```

Computed properties:
Gap between HOMO and LUMO (eV): 3.71
Molar mass (g/mol): 473.8
Spin multiplicity: 1
Charge: +2
Energy above the lowest of the compared OMol25 structures with the same formula, charge and spin (kJ/mol): 63.5
Maximum force (eV/A): 2.83
E_LUMO (eV): -8.85

No. 4
Computed, not measured: a single C3H7NO3 molecule at a distorted geometry, with ωB97M-V/def2-TZVPD.

Geometry as XYZ:
```
14
Properties=species:S:1:pos:R:3:mulliken_charge:R:1
C -0.87880 0.90549 1.14156 -1.24
C -0.25439 0.71361 -0.21377 0.72
O -0.13006 1.62537 -1.03256 -0.59
C -0.07343 -0.78555 -0.64249 -0.03
O -0.07006 -0.89742 -2.05843 -0.58
O 1.12834 -1.03852 -0.02411 -0.26
N 1.49514 -2.34155 0.14967 -0.51
H -0.68158 1.92988 1.29013 0.39
H -0.43303 0.57876 2.03674 0.39
H -1.91220 0.81151 0.82685 0.33
H -0.85326 -1.38721 -0.25814 0.43
H 0.37447 0.05038 -2.36393 0.42
H 1.33279 -2.70934 -0.79110 0.28
H 0.83474 -2.72468 0.73821 0.25
```

Computed properties:
Gap between HOMO and LUMO (eV): 10.78
Molar mass (g/mol): 105.1
Spin multiplicity: 1
Charge: 0
Energy above the lowest of the compared OMol25 structures with the same formula, charge and spin (kJ/mol): 426.5
SMILES: CC(=O)[C@@H](O)ON
Maximum force (eV/A): 3.82
E_LUMO (eV): 0.70

- Look up the spin multiplicity of the first one.
  3

- What is the maximum force in the second record?
  2.80 eV/A